1.
ORCA calculation (ωB97M-V/def2-TZVPD) on a cluster of 2 separate species, C7H10O in total in a non-equilibrium geometry.

The SMILES is C=C=C=CC.CC=O. The value obtained for the maximum force is 5.0 eV Å⁻¹. The HOMO-LUMO gap is 8.981 eV. The total energy is -347.78640 a.u. The calculation puts the lowest unoccupied orbital energy at 0.3 eV.

Structure (XYZ):
```
18
Properties=species:S:1:pos:R:3:forces:R:3:nbo_charge:R:1
C -2.683 0.343 -0.276 -2.468 2.608 0.939 0.04
C -1.709 -0.405 -0.265 0.161 -1.453 0.759 -0.09
C -3.602 1.285 -0.176 2.019 -1.368 -1.437 -0.44
C -0.785 -1.287 -0.199 2.288 -1.783 -2.967 -0.18
C 1.154 1.180 0.455 0.306 0.679 -4.960 0.45
C 0.001 -1.834 0.930 2.578 -1.452 -0.276 -0.67
C 2.173 1.421 -0.652 2.526 -0.195 -0.422 -0.75
O 1.302 1.287 1.608 0.120 0.107 2.760 -0.51
H -3.817 1.764 0.716 -0.746 0.578 1.619 0.22
H -3.739 1.752 -1.104 -1.168 0.853 -1.078 0.21
H -0.406 -1.565 -1.270 -0.437 0.194 1.988 0.21
H 0.285 0.890 -0.156 -0.983 -0.256 1.307 0.11
H 0.775 -1.135 1.238 -0.326 0.723 0.295 0.24
H 0.785 -2.612 0.532 -2.094 0.644 0.739 0.22
H -0.493 -2.154 1.858 -0.130 -0.035 -0.622 0.24
H 3.028 2.105 -0.369 -0.554 -1.195 0.182 0.23
H 1.804 1.960 -1.571 -0.361 -1.131 0.883 0.23
H 2.573 0.323 -0.920 -0.732 2.482 0.289 0.24
```
Forces are in eV/Å.

2.
ORCA calculation (ωB97M-V/def2-TZVPD) on an isolated molecule of C7H10O in a non-equilibrium geometry.

The SMILES is C=C1CO[C@H]2C[C@]12C. The value obtained for the maximum force is 9.4 eV Å⁻¹. The HOMO-LUMO gap is 9.820 eV. The total energy is -347.64456 a.u. The calculation puts the lowest unoccupied orbital energy at 1.0 eV.

Structure (XYZ):
```
18
Properties=species:S:1:pos:R:3:forces:R:3:nbo_charge:R:1
C 0.376 -0.714 1.427 1.561 -1.373 1.161 -0.62
C 0.415 -0.638 -0.223 -1.317 0.491 2.217 -0.16
C 1.798 -0.557 -0.787 4.034 -8.288 1.829 -0.41
C 1.210 0.664 -0.556 -0.878 1.557 -5.037 0.14
C -0.594 1.447 0.188 -1.207 -0.108 -4.415 -0.13
C -0.950 -0.013 -0.284 0.741 1.464 -0.324 0.00
C -2.137 -0.460 -0.618 -3.875 0.176 0.177 -0.43
H -0.361 0.001 1.738 0.097 0.389 0.462 0.20
H 1.332 -0.508 2.042 -1.093 -0.049 -1.495 0.22
H -0.027 -1.640 1.973 0.545 0.583 -1.739 0.23
H 2.159 -0.957 -1.694 -0.585 1.093 -2.144 0.24
H 2.435 -1.536 -0.324 -1.027 3.306 0.809 0.24
H 1.051 1.009 -1.778 -0.312 -0.565 3.067 0.14
H -0.912 1.941 -0.779 0.054 0.352 1.163 0.19
H -1.128 1.793 0.993 -0.827 1.112 2.020 0.20
H -3.354 -0.065 -0.434 4.226 -0.536 -0.501 0.21
H -2.123 -1.399 -1.123 -0.274 -0.769 -0.070 0.21
O 0.811 1.634 0.239 0.136 1.166 2.818 -0.47
```
Forces are in eV/Å.

3.
ORCA calculation (ωB97M-V/def2-TZVPD) on a cluster of 2 separate species, C7H10O in total in a non-equilibrium geometry.

The SMILES is c1ccccc1.CO. The value obtained for the maximum force is 5.1 eV Å⁻¹. The HOMO-LUMO gap is 10.055 eV. The total energy is -347.89142 a.u. The calculation puts the lowest unoccupied orbital energy at 0.8 eV.

Structure (XYZ):
```
18
Properties=species:S:1:pos:R:3:forces:R:3:nbo_charge:R:1
C 1.309 -1.510 -0.061 -0.048 2.933 -2.609 -0.21
C 1.227 -0.678 -1.229 1.224 -2.151 0.286 -0.23
C 1.104 0.677 -1.191 -1.361 2.806 -0.097 -0.24
C 1.041 1.427 -0.027 0.714 -3.493 3.701 -0.21
C 1.300 0.545 1.169 -1.236 2.446 -0.490 -0.19
C 1.322 -0.864 1.134 0.487 2.667 0.959 -0.25
C -2.666 0.435 0.119 1.765 0.140 -0.997 -0.23
H 1.528 -2.491 -0.276 0.144 -2.336 0.210 0.22
H 1.513 -1.111 -2.199 -0.739 -0.091 0.425 0.22
H 0.887 1.298 -2.058 0.414 -0.637 -0.537 0.21
H 0.753 2.487 0.071 0.592 -0.736 -0.199 0.23
H 1.391 0.960 2.224 -0.246 -0.137 -1.640 0.21
H 1.473 -1.196 2.142 -0.029 -1.294 -0.010 0.22
H -1.584 -1.348 -0.350 -2.074 1.955 0.763 0.49
H -3.736 0.607 0.075 -0.006 0.249 -0.269 0.18
H -2.322 0.580 1.113 0.197 0.915 1.054 0.16
H -2.047 1.139 -0.570 -1.232 -1.287 0.843 0.16
O -2.494 -0.957 -0.085 1.433 -1.951 -1.393 -0.76
```
Forces are in eV/Å.

4.
ORCA calculation (ωB97M-V/def2-TZVPD) on an isolated molecule of C7H10O in a non-equilibrium geometry.

The value obtained for the maximum force is 4.7 eV Å⁻¹. The HOMO-LUMO gap (spin up / spin down) is 7.875 / 8.871 eV. The total energy is -347.70411 a.u. The calculation puts the lowest unoccupied orbital energy (spin up / spin down) at 0.4 / 0.5 eV.

Structure (XYZ):
```
18
Properties=species:S:1:pos:R:3:forces:R:3:nbo_charge:R:1
C -1.053 -0.732 -0.813 -3.024 -1.345 -0.305 -0.30
C -1.239 0.503 -0.585 2.941 0.743 -0.025 0.16
C 0.168 -1.471 -0.598 3.010 3.057 1.440 -0.42
C 0.905 -1.216 0.835 -0.256 -2.359 -1.881 -0.42
C 1.492 1.236 0.220 -0.555 -0.128 2.016 0.09
C 1.769 -0.056 0.918 -0.775 2.431 -0.450 0.00
C -2.089 1.580 -0.516 -3.553 1.538 2.742 -0.73
O 2.448 0.400 -0.241 1.288 0.076 -0.959 -0.48
H -2.030 -1.331 -1.026 1.466 0.658 0.039 0.19
H -0.077 -2.436 -0.743 -0.243 -3.626 -0.028 0.21
H 0.948 -1.207 -1.361 -0.654 -0.206 0.605 0.23
H 0.323 -1.151 1.771 -0.332 -0.709 -0.699 0.22
H 1.617 -2.075 0.817 -0.619 0.146 0.778 0.21
H 1.759 2.199 0.748 -0.282 -0.641 -1.142 0.16
H 2.323 0.012 1.837 0.536 -0.018 0.215 0.18
H -2.394 1.768 0.578 0.202 -0.515 -1.254 0.23
H -3.016 1.410 -1.058 -0.550 -0.328 -0.167 0.22
H -1.854 2.565 -0.782 1.400 1.226 -0.923 0.24
```
Forces are in eV/Å.

5.
ORCA calculation (ωB97M-V/def2-TZVPD) on a cluster of 2 separate species, C7H10O in total in a non-equilibrium geometry.

The value obtained for the maximum force is 4.1 eV Å⁻¹. The HOMO-LUMO gap (spin up / spin down) is 9.181 / 6.986 eV. The total energy is -347.73136 a.u. The calculation puts the lowest unoccupied orbital energy (spin up / spin down) at 0.4 / 0.1 eV.

Structure (XYZ):
```
18
Properties=species:S:1:pos:R:3:forces:R:3:nbo_charge:R:1
C 1.614 0.150 0.705 1.083 1.886 -2.965 -0.58
C 0.305 0.160 0.239 -0.296 -0.690 -0.229 0.05
C 2.685 0.649 0.007 -1.886 0.129 0.339 0.74
C -2.109 0.141 -0.536 0.948 2.265 1.058 -0.62
C 0.990 -3.119 -0.078 -0.284 -0.520 1.089 -0.50
C -0.983 2.224 0.199 -1.373 -0.146 2.180 -0.62
C -0.837 0.735 0.023 -0.849 1.100 -0.352 -0.06
O 3.477 1.183 -0.644 0.247 -0.314 0.169 -0.42
H 1.850 -0.484 1.452 0.895 -1.810 2.718 0.25
H -1.905 -0.829 -0.677 -0.078 -4.089 0.143 0.22
H -2.944 0.408 0.121 0.002 -0.335 -0.470 0.22
H -2.195 0.463 -1.543 -0.654 1.024 -0.867 0.21
H 0.464 -2.850 0.845 0.204 -0.061 -0.538 0.16
H 1.260 -4.164 -0.203 -0.076 0.257 -0.192 0.16
H 1.431 -2.345 -0.660 0.177 0.258 -0.362 0.17
H -1.713 2.465 1.113 1.681 -0.324 -1.908 0.21
H -1.406 2.641 -0.699 -0.225 0.328 -0.294 0.21
H 0.014 2.572 0.336 0.485 1.043 0.481 0.21
```
Forces are in eV/Å.

6.
ORCA calculation (ωB97M-V/def2-TZVPD) on a cluster of 2 separate species, C7H10O in total in a non-equilibrium geometry.

The SMILES is c1ccccc1.CO. The value obtained for the maximum force is 5.6 eV Å⁻¹. The HOMO-LUMO gap is 9.974 eV. The total energy is -347.86982 a.u. The calculation puts the lowest unoccupied orbital energy at 0.9 eV.

Structure (XYZ):
```
18
Properties=species:S:1:pos:R:3:forces:R:3:nbo_charge:R:1
C -2.317 -0.688 0.712 0.470 -1.724 3.264 -0.26
C 0.333 -0.240 0.725 2.035 0.496 -1.255 -0.24
C 0.411 1.144 0.905 -0.211 -0.523 0.613 -0.20
C 0.966 1.963 -0.044 0.347 0.314 -0.289 -0.21
C 1.471 1.384 -1.205 -0.022 0.252 -0.033 -0.21
C 1.399 0.019 -1.429 0.020 -0.099 0.073 -0.21
C 0.808 -0.801 -0.466 0.383 0.316 0.519 -0.21
H -0.933 -2.444 0.696 -4.899 2.351 -1.249 0.45
H -2.906 -0.432 -0.154 -0.061 1.122 0.112 0.20
H -2.916 -0.790 1.710 0.376 0.585 -1.810 0.15
H -1.369 -0.128 1.043 -3.101 -0.251 -1.469 0.20
H -0.058 -0.869 1.496 0.368 -0.322 0.446 0.21
H -0.030 1.556 1.799 0.090 0.198 0.233 0.21
H 1.061 3.047 0.123 -0.169 -0.624 -0.123 0.22
H 1.924 2.036 -1.929 0.199 0.057 -0.326 0.21
H 1.854 -0.413 -2.325 -0.321 0.146 0.290 0.22
H 0.797 -1.872 -0.609 -0.065 -0.062 -0.052 0.21
O -1.981 -2.047 0.369 4.561 -2.233 1.056 -0.74
```
Forces are in eV/Å.

> Look up the total energy of the second one.

-347.64456 a.u.

Copy entry 1 word for word.
ORCA calculation (ωB97M-V/def2-TZVPD) on a cluster of 2 separate species, C7H10O in total in a non-equilibrium geometry.

The SMILES is C=C=C=CC.CC=O. The value obtained for the maximum force is 5.0 eV Å⁻¹. The HOMO-LUMO gap is 8.981 eV. The total energy is -347.78640 a.u. The calculation puts the lowest unoccupied orbital energy at 0.3 eV.

Structure (XYZ):
```
18
Properties=species:S:1:pos:R:3:forces:R:3:nbo_charge:R:1
C -2.683 0.343 -0.276 -2.468 2.608 0.939 0.04
C -1.709 -0.405 -0.265 0.161 -1.453 0.759 -0.09
C -3.602 1.285 -0.176 2.019 -1.368 -1.437 -0.44
C -0.785 -1.287 -0.199 2.288 -1.783 -2.967 -0.18
C 1.154 1.180 0.455 0.306 0.679 -4.960 0.45
C 0.001 -1.834 0.930 2.578 -1.452 -0.276 -0.67
C 2.173 1.421 -0.652 2.526 -0.195 -0.422 -0.75
O 1.302 1.287 1.608 0.120 0.107 2.760 -0.51
H -3.817 1.764 0.716 -0.746 0.578 1.619 0.22
H -3.739 1.752 -1.104 -1.168 0.853 -1.078 0.21
H -0.406 -1.565 -1.270 -0.437 0.194 1.988 0.21
H 0.285 0.890 -0.156 -0.983 -0.256 1.307 0.11
H 0.775 -1.135 1.238 -0.326 0.723 0.295 0.24
H 0.785 -2.612 0.532 -2.094 0.644 0.739 0.22
H -0.493 -2.154 1.858 -0.130 -0.035 -0.622 0.24
H 3.028 2.105 -0.369 -0.554 -1.195 0.182 0.23
H 1.804 1.960 -1.571 -0.361 -1.131 0.883 0.23
H 2.573 0.323 -0.920 -0.732 2.482 0.289 0.24
```
Forces are in eV/Å.